[1]
DFT (ωB97M-V/def2-TZVPD) results for a structure of composition C18H27AlN6O4S4.

```
60
Properties=species:S:1:pos:R:3:forces:R:3:mulliken_charge:R:1
Al -0.08185 0.43796 -0.10928 0.0057 0.0573 0.1331 -0.01
N 2.16648 -2.55158 1.95756 -0.0213 0.0551 0.0712 -0.37
C 1.70010 -1.45578 1.30606 -0.0341 -0.0180 0.0306 0.35
S 0.01723 -1.05313 1.60600 -0.0745 -0.0447 -0.0751 -0.61
N 2.51839 -0.76531 0.57738 0.0405 0.0343 -0.0742 -1.28
N 1.91688 0.37902 0.07913 -0.0132 -0.0391 0.0036 1.11
C 2.69846 1.30961 -0.32256 0.0143 0.0543 -0.0260 -0.64
C 2.22621 2.60088 -0.77309 0.0199 -0.0189 0.0208 1.04
C 3.14530 3.49585 -1.33412 0.0136 -0.0233 0.0095 -0.78
C 2.76846 4.76396 -1.71261 -0.0339 0.0225 0.0010 -0.77
C 1.44639 5.16351 -1.50822 0.0262 -0.0214 0.0023 -0.53
C 0.52553 4.30422 -0.94744 -0.0046 -0.0005 -0.0013 -0.53
C 0.88979 3.00405 -0.58513 0.0177 -0.0261 0.0316 0.55
O -0.02884 2.19602 -0.06307 -0.0001 0.0301 -0.0315 -0.25
H 1.48660 -3.26757 2.15647 0.0129 -0.0224 -0.0121 0.28
H 3.07015 -2.87488 1.64970 0.0023 -0.0236 -0.0215 0.29
H 3.77084 1.12503 -0.28100 -0.0122 0.0153 -0.0102 0.42
H 4.16962 3.16754 -1.46771 0.0051 0.0031 -0.0020 0.38
H 3.48510 5.44216 -2.15418 0.0034 0.0014 -0.0019 0.40
H 1.13590 6.16013 -1.79530 -0.0011 0.0064 -0.0019 0.40
H -0.50177 4.60649 -0.79252 -0.0050 -0.0013 -0.0040 0.42
C -0.65729 -0.64912 -4.26380 0.0315 0.0009 0.0586 -1.11
S 0.18092 0.42676 -3.12653 0.0153 0.0370 -0.1074 1.31
O -0.53012 1.67814 -3.13821 0.0499 0.0216 0.0013 -0.72
O 1.57392 0.43066 -3.48121 -0.0257 -0.0809 0.0400 -0.67
O -0.01651 -0.28133 -1.78607 -0.1048 0.0482 -0.0996 0.05
H -0.23338 -0.46044 -5.24651 -0.0256 0.0330 -0.0200 0.41
H -1.71743 -0.41210 -4.25800 -0.0199 -0.0169 0.0297 0.35
H -0.50406 -1.68613 -3.98284 -0.0109 -0.0437 -0.0452 0.27
C -2.74927 0.30466 1.29344 0.0040 0.0875 0.0236 -0.68
C -4.29185 0.42474 1.28624 0.0041 -0.0036 0.0162 -0.89
N -4.79708 0.51626 -0.07809 0.0082 0.0058 0.0011 -0.18
C -4.30500 -0.63067 -0.83400 -0.0001 -0.0081 -0.0255 -0.83
C -2.76221 -0.60586 -0.93534 -0.0040 -0.0569 0.1026 0.15
N -2.21048 0.48821 -0.08456 -0.0126 -0.0593 0.0422 0.05
C -2.73272 1.78772 -0.60490 -0.0159 -0.0305 -0.0985 -0.40
C -4.27611 1.73856 -0.68530 0.0108 0.0124 0.0034 -0.96
H -2.44187 -0.67698 1.64736 -0.0078 -0.0058 -0.0197 0.51
H -2.28409 1.05684 1.93146 0.0064 -0.0146 0.0246 0.51
H -4.62133 1.30696 1.83650 0.0105 0.0170 -0.0118 0.26
H -4.73970 -0.44760 1.76373 -0.0056 0.0066 0.0198 0.35
H -4.74954 -0.60103 -1.82980 -0.0043 -0.0249 -0.0054 0.38
H -4.65328 -1.54175 -0.34566 0.0073 0.0028 0.0229 0.27
H -2.43822 -0.41744 -1.95358 0.0092 0.0269 -0.0396 -0.19
H -2.30789 -1.54394 -0.61026 0.0088 -0.0042 -0.0228 0.44
H -2.27231 1.96048 -1.57610 0.0116 0.0282 0.0033 0.22
H -2.38055 2.56694 0.06476 -0.0099 -0.0021 0.0286 0.57
H -4.61670 1.77942 -1.72096 0.0045 -0.0217 -0.0100 0.34
H -4.71177 2.59206 -0.16394 -0.0030 0.0134 -0.0157 0.32
S 0.12476 -4.20514 -0.57834 0.1041 -0.0773 -0.0111 -0.30
C 1.52121 -3.80933 -1.35548 0.0208 0.0335 -0.0356 0.30
N 1.61175 -3.12393 -2.50791 0.0143 0.0051 0.0399 -0.17
C 2.89412 -2.49024 -2.78754 0.0010 -0.0363 -0.0469 -0.27
C 3.92717 -3.46991 -2.24990 0.0140 0.0004 0.0132 -0.60
S 3.13555 -4.20606 -0.78962 -0.0233 -0.1113 0.0132 -0.16
H 0.75184 -2.72500 -2.84408 0.0033 0.1396 0.0552 0.03
H 2.95708 -1.52644 -2.27850 -0.0123 0.0158 0.0147 -0.02
H 3.01062 -2.33065 -3.85826 -0.0105 0.0257 0.0103 0.44
H 4.84546 -2.96901 -1.95462 0.0030 -0.0002 0.0050 0.38
H 4.15362 -4.25631 -2.96844 -0.0080 -0.0040 0.0036 0.36
```
Positions in Å, forces in eV/Å.

Summary:
E_LUMO   0.35 eV
Charge   0
Strongest force on any atom   0.0030 hartree/bohr

[2]
DFT (ωB97M-V/def2-TZVPD) results for the ion C4H9N2O2 with charge -1 in a non-equilibrium geometry.

```
17
Properties=species:S:1:pos:R:3:forces:R:3:mulliken_charge:R:1
C -0.56267 0.47105 -0.87649 -3.1393 2.1727 -0.4910 -1.09
C 0.31372 1.13530 0.17762 -0.9503 -0.3887 3.5031 -0.30
C 1.76950 0.51235 0.45488 -1.3914 3.3148 0.2678 -0.66
N 1.70786 -0.89757 0.38849 2.3990 -1.0683 -3.7415 -0.71
N -1.15971 -0.79602 -0.64616 0.0839 0.5151 0.4796 -0.25
C -2.15941 -1.01091 0.38510 2.3444 -2.6623 -1.9017 0.55
O -2.95265 -0.12485 0.27299 -3.6051 2.7333 1.7847 -0.66
O -2.08327 -2.11188 0.98327 -0.1962 0.5896 0.4404 -0.78
H -1.47249 1.16324 -1.18749 1.8839 -0.7946 0.9454 0.25
H -0.10310 0.29465 -1.78631 1.7261 0.2549 -2.0910 0.59
H 0.45063 2.21606 0.03032 -0.3719 -0.1694 -0.1052 0.40
H -0.42355 0.99116 1.18013 2.1909 0.5479 -2.2487 0.17
H 2.49413 1.16660 -0.19936 -0.9166 -2.2029 0.4493 0.25
H 2.14327 0.77138 1.45316 -0.4682 0.3102 0.1045 0.29
H 1.61653 -1.06665 -0.65900 -0.0043 -0.4897 1.9286 0.35
H 0.89454 -1.26578 0.81678 -1.0076 -0.1359 0.4926 0.36
H -0.47334 -1.44814 -0.78794 1.4227 -2.5266 0.1830 0.25
```
Positions in Å, forces in eV/Å.

Summary:
E_LUMO   3.83 eV
Energy above the lowest of the compared OMol25 structures with the same formula, charge and spin   45.6 kcal per mole
Charge   -1
Strongest force on any atom   0.0946 hartree/bohr

[3]
DFT (ωB97M-V/def2-TZVPD) results for a structure of composition C8H8Cl2CoN2NdO3 in a non-equilibrium geometry.

```
25
Properties=species:S:1:pos:R:3:forces:R:3:mulliken_spin:R:1
Co -0.54533 -0.46895 -3.00641 -4.2330 1.5758 5.9224 2.72
Nd -0.03762 -0.28214 0.01514 -0.7081 -0.6383 -2.2471 3.00
Cl -1.38570 -1.99180 -1.24747 -0.1195 -0.3889 -0.7371 0.08
Cl -1.20113 1.50960 -1.68997 0.7978 -1.2751 0.3570 0.09
C 1.08903 1.60888 0.81794 4.5206 7.2889 3.2843 0.00
C -0.10693 -1.91791 -3.88831 3.2995 -10.5289 -6.5560 0.03
C -0.02875 0.60444 -4.29461 3.7515 7.7849 -9.4185 0.04
O 1.68613 2.50202 1.23828 -2.7332 -4.0109 -1.9461 0.00
O 0.19776 -2.86867 -4.49274 -1.7145 5.2740 3.3217 0.02
O 0.32732 1.29522 -5.16482 -1.9888 -3.8427 4.8384 0.01
C 0.13530 -2.84602 5.07446 0.0325 0.4227 -0.9395 0.02
C -0.51191 -2.21159 3.91179 3.7949 -0.6294 0.9503 0.24
C -1.86824 -2.01696 3.67021 -2.0571 -0.7131 1.5244 0.22
C -1.97866 -1.34582 2.46795 0.7220 2.1569 -3.7172 0.28
N -0.72549 -1.11989 1.95069 -2.8232 -1.1916 2.9125 0.11
N 0.14826 -1.68484 2.88703 -0.3121 -0.3888 0.7727 0.06
C -3.21444 -0.87831 1.78972 0.6374 -0.1634 0.0596 0.02
H -0.15346 -2.30129 5.97151 -0.1966 0.0159 0.4093 0.02
H -0.21960 -3.87143 5.15648 -0.1984 -0.3259 0.2413 0.02
H 1.21054 -2.83229 4.96568 0.2907 -0.0863 0.1313 0.00
H -2.68594 -2.31558 4.31349 -0.0623 -0.0830 0.1103 0.00
H 1.15828 -1.63992 2.73032 -0.2579 -0.2605 0.5539 -0.01
H -3.85975 -1.74119 1.58160 -0.1321 0.0814 0.0719 0.02
H -3.75264 -0.19656 2.45901 -0.1573 -0.0502 0.0011 0.02
H -2.99505 -0.35961 0.85021 -0.1526 -0.0236 0.0991 0.00
```
Positions in Å, forces in eV/Å.

Summary:
2S+1   8
E_LUMO (spin up / spin down)   -15.83 / -18.40 eV
Charge   +4
Strongest force on any atom   0.2496 hartree/bohr

Look up the strongest force on any atom of the third one. 0.2496 hartree/bohr